Entry 1:
Here is a structure of composition C20H39AlBrClF6LiN8O17PS2 in a non-equilibrium geometry from the Open Molecules 2025 dataset. Energies are from ωB97M-V/def2-TZVPD.

```
! RIJCOSX wB97M-V def2-TZVPD def2/J DEFGRID3
* xyz 2 1
C -1.791 -2.458 1.106
O -1.593 -2.395 -0.339
C -0.398 -1.583 -0.518
C 0.058 -1.467 -1.950
C 1.223 -0.415 -2.075
C 1.725 -0.070 -0.720
N 2.496 -0.860 0.008
C 2.964 -2.150 -0.536
N 2.915 -3.234 0.421
C 2.773 -0.259 1.244
C 3.716 -0.929 2.207
C 3.977 -0.306 3.581
C 2.935 -0.273 4.663
N 1.581 -1.007 4.399
O 3.109 0.228 5.707
C 2.093 0.918 1.241
C 1.925 1.940 2.315
C 0.436 2.037 2.776
O 0.227 1.520 4.081
N 1.483 1.054 -0.014
P 0.532 2.376 -0.675
N 1.105 2.835 -2.017
O -0.938 1.822 -0.710
O 0.548 3.606 0.310
H -0.970 -2.992 1.586
H -2.712 -2.984 1.352
H -1.828 -1.454 1.529
H -0.673 -0.617 -0.097
H 0.367 -2.076 0.082
H -0.747 -1.115 -2.594
H 0.370 -2.442 -2.329
H 2.009 -0.851 -2.686
H 0.862 0.454 -2.611
H 3.988 -1.997 -0.886
H 2.394 -2.450 -1.405
H 3.764 -3.256 0.969
H 2.891 -4.114 -0.090
H 3.415 -1.966 2.344
H 4.688 -0.979 1.710
H 4.395 0.690 3.457
H 4.778 -0.890 4.042
H 1.812 -1.927 4.018
H 1.071 -0.455 3.697
H 2.622 1.801 3.131
H 2.153 2.916 1.896
H 0.164 3.090 2.768
H -0.242 1.552 2.070
H -0.547 0.932 4.059
H 0.483 2.741 -2.811
H -1.465 2.435 -1.263
H 1.431 4.010 0.286
C -7.535 1.531 -4.756
F -8.697 2.167 -4.910
F -7.549 0.842 -3.638
F -7.405 0.673 -5.800
S -6.175 2.767 -4.798
O -6.386 3.641 -3.701
O -6.335 3.355 -6.130
N -4.971 1.769 -4.675
S -3.496 2.338 -4.730
O -3.079 3.113 -3.598
O -3.066 2.799 -6.011
C -2.639 0.728 -4.474
F -2.921 -0.160 -5.424
F -2.991 0.168 -3.296
F -1.302 0.861 -4.439
Li -7.514 2.681 -7.526
Br 0.893 -1.463 6.107
Al -2.232 -4.109 -1.101
C -3.012 1.148 3.814
O -2.513 0.142 3.254
N -3.108 1.232 5.169
N -3.459 2.180 3.110
H -3.509 2.027 5.634
H -2.791 0.455 5.716
H -3.392 2.121 2.111
H -3.868 3.029 3.493
O -5.981 6.237 3.222
Cl -5.452 5.484 2.125
O -4.800 4.277 2.658
O -4.456 6.243 1.416
O -6.496 5.067 1.234
O 3.342 -5.005 -2.083
C 4.155 -4.561 -2.855
O 4.052 -3.292 -3.295
C 5.076 -3.009 -4.284
C 6.160 -4.046 -4.011
C 5.348 -5.236 -3.487
H 4.630 -3.111 -5.274
H 5.421 -1.986 -4.158
H 6.766 -4.268 -4.886
H 6.825 -3.686 -3.225
H 4.992 -5.882 -4.291
H 5.887 -5.828 -2.753
O 1.735 -1.097 9.222
H 2.098 -0.500 8.559
H 2.174 -0.826 10.036
*
```

The calculation puts the max |F| at 3.67 eV/Å. As for the total energy: -204708.810 eV. The value obtained for the HOMO energy is -0.3895 Ha.

Entry 2:
Here is a structure of composition C20H39As3N3O4Pt from the Open Molecules 2025 dataset. Energies are from ωB97M-V/def2-TZVPD.

```
! RIJCOSX wB97M-V def2-TZVPD def2/J DEFGRID3
* xyz -1 1
Pt 0.036 0.425 -1.445
C -0.944 -3.090 -0.158
As -1.304 -1.428 -1.138
C -2.296 -2.166 -2.656
C -2.905 -0.823 -0.131
C -2.761 0.255 0.960
C -1.505 0.044 1.811
C -2.746 1.694 0.391
As -1.445 2.193 -1.020
C -1.189 4.066 -0.446
C -2.731 2.570 -2.453
C -4.036 0.208 1.838
As -4.509 -1.204 3.153
C -3.677 -2.877 2.534
C -3.208 -0.820 4.580
H -1.850 -3.669 0.034
H -0.463 -2.844 0.790
H -0.249 -3.687 -0.749
H -3.206 -2.688 -2.349
H -1.649 -2.855 -3.200
H -2.542 -1.334 -3.313
H -3.355 -1.720 0.300
H -3.607 -0.464 -0.893
H -0.609 0.268 1.224
H -1.432 -0.986 2.164
H -1.524 0.696 2.689
H -2.554 2.372 1.229
H -3.743 1.941 0.009
H -2.136 4.555 -0.201
H -0.695 4.601 -1.256
H -0.534 4.074 0.425
H -3.467 3.314 -2.137
H -3.241 1.644 -2.720
H -2.189 2.929 -3.326
H -4.909 0.269 1.181
H -4.076 1.108 2.462
H -4.246 -3.305 1.710
H -3.722 -3.571 3.374
H -2.638 -2.757 2.232
H -3.244 0.244 4.817
H -2.191 -1.085 4.301
H -3.498 -1.378 5.470
O 5.900 1.925 -1.367
C 5.593 2.118 -0.110
O 6.427 2.491 0.695
C 4.208 1.831 0.374
C 3.836 2.297 1.613
N 2.584 1.875 1.832
N 2.090 1.149 0.817
C 3.057 1.105 -0.090
C 2.927 1.149 -2.532
O 4.087 1.329 -2.982
O 1.859 1.546 -2.997
H 5.117 1.661 -1.980
H 4.398 2.887 2.317
H 2.003 2.050 2.630
C 4.889 -1.104 -1.214
C 3.362 -1.027 -1.300
C 2.889 -1.671 -2.602
C 2.765 -1.797 -0.120
N 2.806 0.358 -1.264
H 5.189 -2.156 -1.194
H 5.259 -0.642 -0.297
H 5.361 -0.623 -2.067
H 3.203 -2.717 -2.625
H 3.321 -1.165 -3.467
H 1.800 -1.617 -2.665
H 3.054 -2.849 -0.189
H 1.678 -1.713 -0.136
H 3.130 -1.408 0.833
*
```

The calculation puts the max |F| at 0.50 eV/Å. As for the total energy: -219797.551 eV. For the energy above the lowest of the compared OMol25 structures with the same formula, charge and spin, the calculation gives 0.0 kcal/mol. The value obtained for the HOMO energy is -0.1195 Ha.

Entry 3:
Here is a cluster of 5 separate species, C20H39BCl8NO4 in total in a non-equilibrium geometry from the Open Molecules 2025 dataset. Energies are from ωB97M-V/def2-TZVPD.

```
! RIJCOSX wB97M-V def2-TZVPD def2/J DEFGRID3
* xyz -1 1
C 0.658 2.957 -1.163
C 1.556 2.086 -0.599
C 1.332 0.598 -0.781
O -0.022 0.300 -0.585
B -0.273 -0.798 -1.530
C -1.794 -1.110 -2.003
C -2.660 0.161 -2.194
O -3.697 0.189 -1.171
C -4.806 -0.426 -1.505
O -4.934 -1.224 -2.380
C -6.003 -0.068 -0.629
C -6.890 -1.304 -0.464
O 0.690 -0.598 -2.650
C 1.828 0.032 -2.217
N 3.022 -0.789 -2.000
C 2.950 -2.151 -2.559
C 2.580 -3.249 -1.511
C 2.674 -2.778 -0.065
H 0.886 3.582 -2.022
H -0.347 2.970 -0.757
H 2.420 2.441 -0.036
H 1.968 0.119 -0.019
H 0.086 -1.857 -0.989
H -2.268 -1.750 -1.263
H -1.781 -1.633 -2.964
H -2.052 1.055 -2.093
H -3.098 0.201 -3.192
H -6.583 0.663 -1.190
H -5.667 0.344 0.318
H -6.316 -2.195 -0.223
H -7.469 -1.504 -1.357
H -7.587 -1.129 0.358
H 2.011 0.945 -2.799
H 3.831 -0.357 -2.424
H 2.338 -2.222 -3.458
H 3.970 -2.401 -2.864
H 1.624 -3.711 -1.743
H 3.325 -4.048 -1.616
H 1.764 -2.233 0.170
H 2.726 -3.626 0.633
H 3.551 -2.172 0.134
Cl 3.104 5.301 1.207
C 2.004 6.699 1.126
C 0.664 6.408 1.753
Cl -0.275 5.229 0.809
H 1.900 6.985 0.082
H 2.490 7.515 1.661
H 0.074 7.323 1.798
H 0.773 6.021 2.764
Cl 3.481 -1.316 3.048
C 2.484 -2.052 4.326
C 2.273 -3.529 4.111
Cl 1.241 -3.867 2.698
H 1.536 -1.519 4.362
H 3.006 -1.887 5.268
H 1.771 -3.957 4.979
H 3.218 -4.051 3.970
Cl 3.147 -0.902 7.593
C 1.905 0.375 7.624
C 0.618 -0.103 8.246
Cl -0.207 -1.315 7.234
H 1.751 0.718 6.603
H 2.312 1.201 8.205
H -0.068 0.736 8.360
H 0.789 -0.544 9.225
Cl -0.272 -1.504 -7.497
C -1.364 -0.982 -6.183
C -2.211 0.198 -6.590
Cl -1.241 1.681 -6.787
H -0.756 -0.758 -5.307
H -2.006 -1.830 -5.947
H -2.947 0.402 -5.813
H -2.739 0.014 -7.523
*
```

The calculation puts the max |F| at 2.99 eV/Å. As for the total energy: -131908.491 eV. The value obtained for the HOMO energy is -0.1443 Ha.

Entry 4:
Here is a structure of composition C20H39BaCl3N4O4Si in a non-equilibrium geometry from the Open Molecules 2025 dataset. Energies are from ωB97M-V/def2-TZVPD.

```
! RIJCOSX wB97M-V def2-TZVPD def2/J DEFGRID3
* xyz 0 1
Ba 9.285 2.928 10.468
C 12.617 6.904 5.872
C 11.748 6.720 7.062
C 10.718 7.866 7.157
C 9.272 7.404 7.260
C 8.201 8.400 6.703
C 8.938 6.069 6.617
N 8.984 7.226 8.811
C 8.755 8.417 9.618
C 9.724 8.633 10.807
N 9.808 7.579 11.798
C 8.552 6.878 12.245
C 8.612 5.439 12.809
O 8.058 5.195 13.862
O 9.215 4.590 12.097
C 10.559 8.002 13.004
C 9.871 9.195 13.628
C 12.122 8.290 12.958
C 13.079 7.435 12.176
C 12.913 5.899 12.447
C 14.432 7.808 12.676
N 12.976 7.789 10.758
C 14.079 7.348 9.947
C 13.663 7.246 8.490
N 12.467 6.449 8.318
C 12.722 5.073 8.539
C 11.557 4.265 9.104
O 10.417 4.850 9.141
O 11.770 3.118 9.517
H 12.044 6.962 4.961
H 13.387 6.091 5.737
H 13.219 7.824 5.896
H 11.158 5.846 6.833
H 10.792 8.618 6.317
H 10.940 8.396 8.050
H 8.210 8.291 5.611
H 8.433 9.428 6.878
H 7.192 8.154 7.062
H 9.416 6.055 5.672
H 7.826 6.028 6.557
H 9.250 5.235 7.272
H 8.192 6.574 8.908
H 9.806 6.665 9.136
H 7.696 8.445 9.951
H 9.004 9.265 9.012
H 9.324 9.609 11.241
H 10.749 8.830 10.489
H 7.891 6.843 11.393
H 8.011 7.457 12.970
H 10.535 7.141 13.714
H 10.102 10.132 13.108
H 10.218 9.360 14.654
H 8.821 8.972 13.590
H 12.450 8.296 14.006
H 12.242 9.291 12.548
H 12.697 5.767 13.515
H 13.808 5.359 12.210
H 12.106 5.457 11.874
H 14.541 7.398 13.660
H 14.577 8.896 12.727
H 15.218 7.438 11.987
H 12.157 7.388 10.379
H 14.456 6.358 10.284
H 14.950 8.037 9.995
H 14.558 6.836 7.987
H 13.491 8.259 8.049
H 13.587 4.853 9.180
H 13.050 4.561 7.556
Cl 5.962 2.925 7.004
Si 6.604 4.045 8.688
Cl 5.603 3.275 10.480
Cl 5.475 5.778 8.399
*
```

The calculation puts the max |F| at 2.67 eV/Å. As for the total energy: -81668.050 eV. The value obtained for the HOMO energy is -0.2853 Ha.

Entry 5:
Here is a cluster of 2 separate species, C20H39Br2FN2O6 in total from the Open Molecules 2025 dataset. Energies are from ωB97M-V/def2-TZVPD.

```
! RIJCOSX wB97M-V def2-TZVPD def2/J DEFGRID3
* xyz 0 1
C -4.603 1.119 3.488
C -3.432 0.729 2.584
C -2.383 1.839 2.510
N -1.150 1.408 1.858
C -0.268 0.476 2.563
C -0.376 -0.957 2.004
C -1.032 -1.060 0.640
F -0.768 -2.347 0.139
C -0.516 0.479 4.082
O -1.177 -0.308 4.700
N 0.220 1.506 4.664
C 1.140 2.144 3.680
C 0.601 3.542 3.297
C 2.496 2.248 4.394
O 2.438 3.172 5.470
O 3.255 4.314 5.122
C 1.189 1.010 2.603
C 1.809 1.204 1.193
Br 2.767 2.882 0.940
C 2.703 0.021 0.831
C 3.874 -0.222 1.788
Br 3.358 0.212 -1.013
H -4.435 0.806 4.521
H -5.524 0.630 3.160
H -4.785 2.198 3.465
H -2.971 -0.197 2.937
H -3.783 0.539 1.564
H -2.799 2.646 1.897
H -2.219 2.277 3.508
H -0.631 2.200 1.513
H -0.920 -1.587 2.714
H 0.613 -1.410 1.909
H -0.627 -0.352 -0.087
H -2.117 -0.960 0.692
H -0.368 2.140 5.190
H 1.337 4.308 3.550
H 0.425 3.666 2.231
H -0.314 3.778 3.844
H 3.305 2.520 3.715
H 2.714 1.269 4.838
H 2.646 5.041 5.313
H 1.727 0.214 3.136
H 0.994 1.217 0.466
H 2.064 -0.851 0.720
H 3.959 0.603 2.502
H 3.728 -1.138 2.365
H 4.822 -0.269 1.257
C -1.409 -0.974 -8.012
O -1.506 -1.377 -6.666
C -2.036 -2.675 -6.471
C -1.282 -3.447 -5.412
O 0.029 -3.835 -5.778
C 1.054 -2.859 -5.802
C 1.520 -2.390 -4.442
O 0.553 -1.580 -3.803
C 0.419 -1.815 -2.417
H -2.377 -0.645 -8.406
H -0.712 -0.138 -8.054
H -1.025 -1.781 -8.646
H -2.024 -3.242 -7.408
H -3.080 -2.588 -6.141
H -1.818 -4.389 -5.275
H -1.295 -2.914 -4.460
H 0.791 -2.008 -6.434
H 1.903 -3.368 -6.265
H 2.439 -1.806 -4.587
H 1.766 -3.261 -3.824
H 0.383 -2.886 -2.191
H -0.523 -1.368 -2.101
H 1.243 -1.354 -1.861
*
```

The calculation puts the max |F| at 0.89 eV/Å. As for the total energy: -179435.746 eV. The value obtained for the HOMO energy is -0.3280 Ha.

Entry 6:
Here is a structure of composition C20H39BrCdNO4PS3 from the Open Molecules 2025 dataset. Energies are from ωB97M-V/def2-TZVPD.

```
! RIJCOSX wB97M-V def2-TZVPD def2/J DEFGRID3
* xyz -2 1
Cd 1.795 -0.654 0.966
C -1.375 -4.601 1.528
C -2.362 -4.376 0.372
S -1.935 -3.046 -0.791
C -1.344 -3.936 -2.257
C -0.107 -4.804 -2.055
S 1.284 -3.810 -1.428
C 2.044 -5.030 -0.327
C 1.452 -5.006 1.075
S -0.130 -5.902 1.268
H -1.940 -4.928 2.403
H -0.856 -3.678 1.789
H -3.320 -4.066 0.796
H -2.527 -5.296 -0.193
H -1.132 -3.129 -2.963
H -2.169 -4.531 -2.657
H 0.164 -5.267 -3.009
H -0.327 -5.590 -1.334
H 3.090 -4.727 -0.265
H 1.976 -6.016 -0.794
H 1.280 -3.975 1.383
H 2.141 -5.459 1.789
O 5.007 -3.101 -0.118
C 4.216 -2.197 0.132
O 2.935 -2.318 0.088
C 4.755 -0.762 0.548
O 5.909 -0.464 0.262
O 3.915 -0.011 1.167
Br 0.754 -1.619 3.172
C -2.979 3.088 -0.063
C -2.125 1.837 -0.274
C -2.660 0.687 0.600
C -2.304 1.354 -1.723
P -0.236 1.942 0.037
N 0.324 0.526 0.053
C -0.002 2.952 1.636
C 1.425 2.728 2.166
C -0.915 2.330 2.707
C -0.277 4.457 1.560
C 0.501 2.991 -1.392
C 1.924 3.391 -0.965
C 0.699 2.040 -2.589
C -0.247 4.245 -1.847
H -4.020 2.853 -0.319
H -2.665 3.921 -0.693
H -2.971 3.424 0.974
H -3.617 0.343 0.191
H -2.823 0.979 1.635
H -1.955 -0.146 0.584
H -3.324 0.979 -1.853
H -1.615 0.534 -1.933
H -2.146 2.149 -2.450
H 1.641 1.667 2.276
H 1.501 3.182 3.160
H 2.204 3.154 1.541
H -0.835 1.241 2.703
H -1.960 2.611 2.582
H -0.592 2.683 3.692
H 0.489 4.986 0.992
H -0.268 4.867 2.578
H -1.245 4.690 1.119
H 2.479 2.529 -0.591
H 1.932 4.172 -0.206
H 2.458 3.779 -1.839
H 0.992 1.052 -2.228
H 1.493 2.430 -3.234
H -0.199 1.932 -3.196
H -0.451 4.934 -1.028
H -1.195 4.006 -2.331
H 0.370 4.779 -2.580
*
```

The calculation puts the max |F| at 0.40 eV/Å. As for the total energy: -147458.748 eV. For the energy above the lowest of the compared OMol25 structures with the same formula, charge and spin, the calculation gives 0.0 kcal/mol. The value obtained for the HOMO energy is -0.0829 Ha.

Q: HOMO of number 6 (C20H39BrCdNO4PS3)?
A: -0.0829 Ha

Q: Which formula does entry 2 have?
A: C20H39As3N3O4Pt

Repeat the fifth record exactly.
Here is a cluster of 2 separate species, C20H39Br2FN2O6 in total from the Open Molecules 2025 dataset. Energies are from ωB97M-V/def2-TZVPD.

```
! RIJCOSX wB97M-V def2-TZVPD def2/J DEFGRID3
* xyz 0 1
C -4.603 1.119 3.488
C -3.432 0.729 2.584
C -2.383 1.839 2.510
N -1.150 1.408 1.858
C -0.268 0.476 2.563
C -0.376 -0.957 2.004
C -1.032 -1.060 0.640
F -0.768 -2.347 0.139
C -0.516 0.479 4.082
O -1.177 -0.308 4.700
N 0.220 1.506 4.664
C 1.140 2.144 3.680
C 0.601 3.542 3.297
C 2.496 2.248 4.394
O 2.438 3.172 5.470
O 3.255 4.314 5.122
C 1.189 1.010 2.603
C 1.809 1.204 1.193
Br 2.767 2.882 0.940
C 2.703 0.021 0.831
C 3.874 -0.222 1.788
Br 3.358 0.212 -1.013
H -4.435 0.806 4.521
H -5.524 0.630 3.160
H -4.785 2.198 3.465
H -2.971 -0.197 2.937
H -3.783 0.539 1.564
H -2.799 2.646 1.897
H -2.219 2.277 3.508
H -0.631 2.200 1.513
H -0.920 -1.587 2.714
H 0.613 -1.410 1.909
H -0.627 -0.352 -0.087
H -2.117 -0.960 0.692
H -0.368 2.140 5.190
H 1.337 4.308 3.550
H 0.425 3.666 2.231
H -0.314 3.778 3.844
H 3.305 2.520 3.715
H 2.714 1.269 4.838
H 2.646 5.041 5.313
H 1.727 0.214 3.136
H 0.994 1.217 0.466
H 2.064 -0.851 0.720
H 3.959 0.603 2.502
H 3.728 -1.138 2.365
H 4.822 -0.269 1.257
C -1.409 -0.974 -8.012
O -1.506 -1.377 -6.666
C -2.036 -2.675 -6.471
C -1.282 -3.447 -5.412
O 0.029 -3.835 -5.778
C 1.054 -2.859 -5.802
C 1.520 -2.390 -4.442
O 0.553 -1.580 -3.803
C 0.419 -1.815 -2.417
H -2.377 -0.645 -8.406
H -0.712 -0.138 -8.054
H -1.025 -1.781 -8.646
H -2.024 -3.242 -7.408
H -3.080 -2.588 -6.141
H -1.818 -4.389 -5.275
H -1.295 -2.914 -4.460
H 0.791 -2.008 -6.434
H 1.903 -3.368 -6.265
H 2.439 -1.806 -4.587
H 1.766 -3.261 -3.824
H 0.383 -2.886 -2.191
H -0.523 -1.368 -2.101
H 1.243 -1.354 -1.861
*
```

The calculation puts the max |F| at 0.89 eV/Å. As for the total energy: -179435.746 eV. The value obtained for the HOMO energy is -0.3280 Ha.

Q: max |F| of number 5 (C20H39Br2FN2O6)?
A: 0.89 eV/Å